Formula: C9H15BrO3S
Source: the OMol25 dataset
Level of theory: wB97M-V/def2-TZVPD

Last column: Löwdin charge in e.
Cartesian coordinates (Å):
C (-2.297, -2.501, 1.120)  -0.099
C (-0.971, -2.783, 0.615)  -0.135
C (1.957, -0.119, 0.649)  -0.146
C (0.403, 0.438, 1.002)  -0.213
C (-1.374, -1.348, 0.599)  -0.512
C (1.218, 1.347, -0.926)  -0.565
C (1.648, 2.673, -0.299)  0.007
C (1.046, 1.397, -2.455)  0.039
C (-0.754, -0.394, 1.582)  -0.117
O (-2.153, -1.675, -1.903)  -0.527
O (2.239, 0.402, -0.564)  -0.062
O (0.026, 0.969, -0.285)  -0.161
S (-1.896, -0.513, -1.090)  0.693
Br (-3.964, 0.331, -0.359)  0.214
H (-3.064, -2.781, 0.414)  0.096
H (-2.611, -2.338, 2.163)  0.122
H (-0.079, -3.081, 1.102)  0.105
H (-1.136, -3.172, -0.373)  0.097
H (2.703, 0.260, 1.496)  0.151
H (1.856, -1.294, 0.651)  0.142
H (0.709, 1.299, 1.657)  0.139
H (0.958, 3.488, -0.152)  0.092
H (2.458, 3.193, -0.972)  0.130
H (2.130, 2.395, 0.581)  0.047
H (1.535, 0.657, -3.056)  0.083
H (1.501, 2.329, -2.804)  0.081
H (-0.039, 1.387, -2.601)  0.082
H (-0.478, -0.900, 2.406)  0.089
H (-1.570, 0.335, 1.803)  0.127

Summary:
Kohn-Sham gap: 9.072 eV
energy relative to the best compared isomer or geometry (same formula, charge and spin): 42.3 kJ/mol
net charge: 0

Formula: C5H8ClN2S
Source: the OMol25 dataset
Level of theory: wB97M-V/def2-TZVPD

Last column: Löwdin charge in e.
Cartesian coordinates (Å):
C (1.545, -0.819, 0.049)  -0.161
C (0.389, 1.295, 0.340)  -0.487
C (-0.194, 1.595, -0.838)  -0.492
C (-0.658, -1.701, -0.573)  -0.404
C (-0.113, 1.928, 1.580)  -0.034
N (1.295, 0.334, 0.431)  0.146
N (0.655, -1.773, -0.370)  0.039
S (-1.617, -3.056, -1.110)  0.951
Cl (0.285, 0.794, -2.283)  0.708
H (2.464, -1.348, 0.043)  0.138
H (-0.654, 2.536, -0.873)  0.069
H (-1.166, -0.859, -0.298)  0.057
H (-1.228, 1.624, 1.803)  0.133
H (0.075, 3.030, 1.593)  0.101
H (0.697, 1.594, 2.328)  0.111
H (1.085, -2.681, -0.640)  0.179
H (-2.858, -2.493, -1.184)  -0.055

Summary:
Kohn-Sham gap (spin up / spin down): 6.573 / 6.574 eV
energy relative to the best compared isomer or geometry (same formula, charge and spin): 152.3 kJ/mol
net charge: +1

Formula: C17H31CuF5P2
Source: the OMol25 dataset
Level of theory: wB97M-V/def2-TZVPD

Last column: Löwdin charge in e.
Cartesian coordinates (Å):
P (0.908, 2.480, -0.752)  1.019
P (-1.199, -0.879, -2.498)  0.899
C (0.314, 1.975, -2.526)  -0.401
C (-0.361, 0.774, -3.148)  -0.399
H (1.281, 2.088, -3.046)  0.056
H (-0.253, 2.927, -2.683)  -0.011
H (-1.343, 1.079, -3.681)  0.004
H (0.328, 0.546, -3.982)  0.068
C (-0.504, -1.747, -3.948)  -0.322
H (-0.690, -2.743, -3.599)  0.012
H (0.526, -1.399, -3.922)  0.027
H (-1.044, -1.459, -4.853)  0.046
C (-3.101, -0.886, -2.832)  -0.262
H (-3.406, -0.530, -3.830)  0.025
H (-3.639, -0.363, -2.008)  0.029
H (-3.188, -1.968, -2.745)  0.018
C (2.583, 3.317, -1.397)  -0.174
H (3.282, 3.213, -0.552)  0.027
H (2.641, 4.405, -1.723)  0.077
H (2.942, 2.708, -2.252)  0.034
C (0.112, 4.209, -0.143)  -0.171
H (-0.921, 3.987, 0.210)  0.019
H (0.021, 5.125, -0.769)  0.050
H (0.642, 4.586, 0.738)  0.038
Cu (-2.222, 2.415, -1.570)  0.341
C (-3.132, 2.634, -4.170)  -0.184
C (-2.262, 1.895, -4.806)  -0.206
C (-1.303, 2.496, -5.803)  -0.141
C (-0.722, 3.953, -5.415)  -0.167
C (-0.528, 4.186, -3.973)  -0.178
C (-1.428, 4.638, -3.071)  -0.202
C (-2.685, 5.132, -3.608)  -0.177
C (-3.435, 4.019, -4.538)  -0.156
C (0.483, 0.940, -0.089)  -0.286
H (-3.766, 2.277, -3.379)  0.085
H (-2.235, 0.810, -4.887)  0.087
H (-1.813, 2.524, -6.814)  0.126
H (-0.415, 1.874, -6.030)  0.102
H (0.273, 4.035, -5.953)  0.121
H (-1.367, 4.690, -5.928)  0.095
H (0.513, 3.996, -3.773)  0.087
H (-1.208, 4.849, -2.051)  0.038
H (-2.528, 6.073, -4.224)  0.127
H (-3.429, 5.436, -2.868)  0.097
H (-4.545, 4.205, -4.460)  0.127
H (-3.132, 4.258, -5.562)  0.087
H (-0.653, 0.600, -0.128)  0.036
H (0.840, 1.068, 0.966)  0.067
H (1.078, 0.260, -0.738)  0.071
F (-3.716, 1.702, 0.492)  -0.009
C (-2.419, 1.389, 0.653)  -0.410
F (-1.893, 2.346, 1.525)  -0.038
C (-2.354, -0.002, 1.405)  -0.538
F (-2.950, 0.154, 2.640)  0.085
F (-3.094, -0.894, 0.694)  0.102
F (-1.148, -0.536, 1.714)  0.104

Summary:
Kohn-Sham gap (spin up / spin down): 4.101 / 6.944 eV
spin multiplicity: 2
energy relative to the best compared isomer or geometry (same formula, charge and spin): 386.7 kJ/mol
net charge: 0

Formula: C5H20N10O5
Source: the OMol25 dataset
Level of theory: wB97M-V/def2-TZVPD

Last column: Löwdin charge in e.
Cartesian coordinates (Å):
N (0.493, 0.470, 2.964)  0.170
C (-0.256, 0.915, 4.032)  -0.615
N (-1.144, 0.004, 4.658)  0.133
O (-0.288, 2.014, 4.546)  -0.005
H (0.185, -0.429, 2.563)  0.047
H (1.086, 1.128, 2.492)  0.058
H (-1.424, -0.846, 4.186)  0.067
H (-1.917, 0.500, 5.083)  0.090
N (-1.657, -2.057, -4.229)  0.190
C (-1.616, -3.237, -3.659)  -0.655
N (-2.034, -4.312, -4.498)  0.137
O (-1.239, -3.433, -2.508)  -0.001
H (-1.747, -2.043, -5.243)  0.128
H (-1.306, -1.265, -3.782)  0.035
H (-1.974, -5.211, -4.075)  0.080
H (-2.594, -4.284, -5.336)  0.089
N (2.783, 4.896, 2.137)  0.119
C (1.920, 3.840, 2.347)  -0.669
N (0.937, 4.074, 3.231)  0.153
O (2.121, 2.761, 1.746)  -0.031
H (3.587, 4.507, 1.649)  0.098
H (2.935, 5.642, 2.812)  0.094
H (0.993, 4.945, 3.773)  0.111
H (0.390, 3.248, 3.601)  0.063
N (1.319, -1.633, -2.951)  0.202
C (0.983, -0.382, -2.717)  -0.657
N (1.954, 0.500, -2.384)  0.178
O (-0.163, 0.058, -3.008)  -0.037
H (0.587, -2.337, -2.911)  0.082
H (2.225, -1.967, -2.838)  0.091
H (1.813, 1.350, -2.864)  0.099
H (2.874, 0.180, -2.164)  0.101
N (-1.161, 0.229, 0.626)  0.162
C (-1.172, -1.147, 0.838)  -0.639
N (-1.418, -1.936, -0.194)  0.187
O (-0.929, -1.560, 1.981)  -0.025
H (-1.232, 0.826, 1.434)  0.089
H (-1.475, 0.555, -0.295)  0.108
H (-1.189, -1.684, -1.137)  0.065
H (-1.254, -2.877, 0.094)  0.107

Summary:
Kohn-Sham gap: 9.706 eV
SMILES string: NC(N)=O.NC(N)=O.NC(N)=O.NC(N)=O.NC(N)=O
energy relative to the best compared isomer or geometry (same formula, charge and spin): 32.8 kJ/mol
net charge: 0

Formula: C19H38N4ORuSeSi
Source: the OMol25 dataset
Level of theory: wB97M-V/def2-TZVPD

Last column: Löwdin charge in e.
Cartesian coordinates (Å):
Ru (-0.235, 0.471, 0.155)  1.146
C (2.968, 1.477, 0.472)  -0.169
C (2.953, 0.973, -0.981)  -0.201
N (1.861, 0.019, -1.183)  -0.143
C (2.261, -1.376, -0.984)  -0.195
C (1.010, -2.225, -0.731)  -0.208
N (0.408, -1.826, 0.534)  -0.132
C (0.910, -2.492, 1.734)  -0.189
C (1.219, -1.528, 2.887)  -0.159
C (-0.002, -0.731, 3.363)  -0.196
N (-0.212, 0.514, 2.628)  -0.130
C (0.564, 1.648, 3.120)  -0.200
C (0.326, 2.874, 2.234)  -0.201
N (0.783, 2.659, 0.855)  -0.124
C (2.236, 2.812, 0.667)  -0.195
H (2.489, 0.715, 1.097)  0.074
H (3.999, 1.597, 0.807)  0.120
H (2.831, 1.815, -1.665)  0.123
H (3.913, 0.497, -1.213)  0.124
H (1.472, 0.124, -2.122)  0.091
H (2.812, -1.765, -1.849)  0.133
H (2.917, -1.425, -0.109)  0.123
H (0.284, -2.034, -1.534)  0.111
H (1.270, -3.291, -0.746)  0.130
H (-0.605, -1.939, 0.495)  0.038
H (0.163, -3.214, 2.086)  0.132
H (1.824, -3.042, 1.490)  0.124
H (1.580, -2.134, 3.719)  0.120
H (2.027, -0.854, 2.603)  0.091
H (-0.890, -1.352, 3.230)  0.120
H (0.104, -0.515, 4.437)  0.126
H (-1.205, 0.746, 2.688)  0.112
H (0.286, 1.906, 4.152)  0.133
H (1.624, 1.381, 3.124)  0.116
H (-0.750, 3.072, 2.212)  0.111
H (0.815, 3.753, 2.678)  0.128
H (0.306, 3.334, 0.256)  0.115
H (2.422, 3.433, -0.210)  0.123
H (2.667, 3.330, 1.534)  0.124
Se (-1.424, 1.047, -2.045)  0.795
C (-2.969, 1.795, -1.237)  -0.649
C (-2.892, 2.191, 0.096)  -0.177
C (-3.990, 2.731, 0.732)  -0.063
C (-5.179, 2.890, 0.034)  -0.056
C (-5.253, 2.506, -1.296)  -0.066
C (-4.157, 1.962, -1.941)  -0.124
H (-1.946, 2.046, 0.626)  0.023
H (-3.915, 3.029, 1.769)  0.110
H (-6.040, 3.314, 0.528)  0.113
H (-6.176, 2.634, -1.837)  0.115
H (-4.213, 1.660, -2.976)  0.110
C (-4.012, -2.538, 1.920)  -0.167
Si (-3.261, -1.840, 0.291)  0.237
C (-2.557, -3.345, -0.691)  -0.171
C (-4.722, -1.246, -0.808)  -0.157
O (-2.209, -0.729, 0.637)  -0.476
H (-4.792, -3.250, 1.689)  0.020
H (-4.437, -1.745, 2.522)  0.017
H (-3.257, -3.046, 2.509)  0.008
H (-3.370, -4.004, -0.977)  0.029
H (-1.848, -3.944, -0.126)  0.014
H (-2.071, -3.024, -1.608)  0.013
H (-5.498, -1.999, -0.860)  0.028
H (-4.360, -1.062, -1.814)  0.016
H (-5.156, -0.332, -0.420)  0.012

Summary:
Kohn-Sham gap (spin up / spin down): 8.730 / 5.898 eV
spin multiplicity: 6
energy relative to the best compared isomer or geometry (same formula, charge and spin): 76.5 kJ/mol
net charge: +1

Formula: C46H38GeN9O2Sn
Source: the OMol25 dataset
Level of theory: wB97M-V/def2-TZVPD

Last column: Löwdin charge in e.
Cartesian coordinates (Å):
Sn (0.059, 0.218, -0.215)  1.181
O (-4.204, 1.059, 0.093)  0.061
C (-3.199, 0.638, -0.456)  -0.432
N (-2.036, 0.368, 0.213)  -0.010
C (-2.127, 0.504, 1.633)  -0.243
C (-3.188, -0.004, 2.381)  -0.019
C (-3.209, 0.159, 3.752)  -0.067
C (-2.171, 0.829, 4.391)  -0.073
C (-1.094, 1.295, 3.665)  -0.036
C (-1.057, 1.118, 2.283)  -0.240
N (0.085, 1.430, 1.481)  -0.020
C (0.769, 2.579, 1.778)  -0.464
O (0.375, 3.423, 2.561)  0.075
C (2.110, 2.794, 1.122)  -0.211
C (2.927, 3.794, 1.641)  0.018
C (4.188, 3.960, 1.099)  -0.031
C (4.580, 3.129, 0.059)  -0.035
C (3.688, 2.178, -0.400)  -0.151
N (2.470, 2.006, 0.117)  0.078
C (-3.336, 0.445, -1.959)  -0.195
C (-4.523, 0.908, -2.526)  0.005
C (-4.729, 0.754, -3.881)  -0.038
C (-3.744, 0.139, -4.644)  -0.051
C (-2.600, -0.283, -4.000)  -0.167
N (-2.392, -0.140, -2.687)  0.056
H (-4.005, -0.499, 1.878)  0.116
H (-4.046, -0.218, 4.324)  0.106
H (-2.197, 0.973, 5.463)  0.108
H (-0.278, 1.798, 4.162)  0.117
H (2.556, 4.400, 2.454)  0.122
H (4.854, 4.722, 1.480)  0.115
H (5.556, 3.215, -0.400)  0.114
H (3.966, 1.521, -1.217)  0.108
H (-5.245, 1.382, -1.879)  0.125
H (-5.641, 1.110, -4.342)  0.118
H (-3.857, -0.009, -5.709)  0.112
H (-1.802, -0.752, -4.571)  0.106
C (1.199, -2.124, -2.116)  -0.092
N (-0.121, -1.728, -1.626)  -0.132
C (-0.942, -2.767, -1.017)  -0.091
C (-0.859, -2.657, 0.469)  -0.290
N (-0.199, -1.710, 1.089)  0.094
C (-0.272, -2.029, 2.452)  -0.183
C (0.347, -1.443, 3.551)  -0.010
C (0.136, -2.028, 4.782)  -0.060
C (-0.665, -3.170, 4.927)  -0.067
C (-1.257, -3.780, 3.839)  -0.005
C (-1.027, -3.189, 2.604)  -0.171
N (-1.392, -3.559, 1.314)  0.196
C (2.278, -1.565, -1.240)  -0.306
N (2.035, -0.885, -0.152)  0.059
C (3.266, -0.737, 0.489)  -0.215
C (3.577, -0.187, 1.729)  -0.011
C (4.905, -0.170, 2.097)  -0.056
C (5.906, -0.682, 1.255)  -0.065
C (5.607, -1.252, 0.034)  -0.003
C (4.262, -1.282, -0.318)  -0.178
N (3.596, -1.790, -1.430)  0.197
H (1.271, -3.215, -2.094)  0.137
H (1.356, -1.816, -3.152)  0.129
H (-0.685, -1.238, -2.318)  0.038
H (-1.977, -2.651, -1.342)  0.138
H (-0.608, -3.764, -1.322)  0.135
H (0.965, -0.564, 3.440)  0.099
H (0.595, -1.595, 5.660)  0.112
H (-0.814, -3.588, 5.913)  0.110
H (-1.858, -4.673, 3.946)  0.115
H (-1.932, -4.367, 1.054)  0.175
H (2.804, 0.223, 2.364)  0.105
H (5.188, 0.253, 3.051)  0.113
H (6.937, -0.641, 1.579)  0.110
H (6.378, -1.666, -0.601)  0.116
H (4.008, -2.310, -2.186)  0.175
Ge (0.313, 1.614, -2.378)  0.898
C (2.061, 2.223, -2.958)  -0.373
C (2.898, 1.321, -3.612)  -0.149
C (4.149, 1.710, -4.070)  -0.087
C (4.566, 3.023, -3.900)  -0.078
C (3.730, 3.939, -3.277)  -0.075
C (2.489, 3.539, -2.803)  -0.111
C (-0.999, 3.032, -2.266)  -0.347
C (-2.113, 3.036, -3.105)  -0.125
C (-3.025, 4.081, -3.056)  -0.070
C (-2.835, 5.131, -2.170)  -0.068
C (-1.732, 5.136, -1.328)  -0.064
C (-0.820, 4.094, -1.378)  -0.111
H (-0.072, 0.608, -3.494)  -0.020
H (2.567, 0.300, -3.779)  0.079
H (4.790, 1.001, -4.579)  0.104
H (5.534, 3.336, -4.269)  0.107
H (4.047, 4.967, -3.155)  0.112
H (1.854, 4.265, -2.309)  0.101
H (-2.269, 2.229, -3.812)  0.079
H (-3.884, 4.076, -3.714)  0.108
H (-3.547, 5.944, -2.133)  0.108
H (-1.587, 5.947, -0.626)  0.111
H (0.021, 4.099, -0.690)  0.093

Summary:
Kohn-Sham gap: 7.718 eV
energy relative to the best compared isomer or geometry (same formula, charge and spin): 10.9 kJ/mol
net charge: +1